Below is C7H13FI2N2O2STm as an isolated structure in a non-equilibrium geometry, with properties calculated with ωB97M-V with the def2-TZVPD basis set.

CARTESIAN COORDINATES (ANGSTROEM)
1 C 2.57942 -0.80937 1.04374
2 C 2.08173 0.36681 1.99063
3 I 3.20368 0.60114 3.84462
4 C 0.98671 1.19040 1.63042
5 I 0.43351 2.77886 3.03480
6 N 0.22189 0.97180 0.35806
7 C -1.24802 1.12275 0.67214
8 C -2.26403 0.59052 -0.43710
9 C -2.50356 -0.98222 -0.46775
10 C -1.23736 -1.85660 -0.87416
11 N -1.33952 -2.44410 -2.25827
12 S 0.75660 2.03375 -0.88324
13 O 1.39495 1.28084 -2.02464
14 O -0.29879 2.91179 -1.44001
15 F 1.89211 3.03685 -0.17335
16 H 1.70859 -1.52278 0.90118
17 H 3.45149 -1.43048 1.51350
18 H 2.89793 -0.39190 0.00812
19 H -1.44142 2.24980 0.75683
20 H -1.44773 0.70519 1.71343
21 H -2.02589 0.99385 -1.48195
22 H -3.27654 1.05636 -0.17553
23 H -3.28917 -1.16911 -1.28121
24 H -2.96337 -1.40259 0.48504
25 H -1.13417 -2.76454 -0.18172
26 H -0.23627 -1.30756 -0.84960
27 H -1.22102 -1.67246 -2.94978
28 H -0.47717 -3.01430 -2.39146
29 Tm 4.79540 -1.12269 -0.08271

For the electronic energy, the calculation gives -2711.77033 hartree. Its charge is +3. Its spin multiplicity is 3. As for the expectation value of S²: 2.006. The calculation puts the HOMO energy (spin up / spin down) at -17.6 / -17.6 eV. The frontier orbital gap (spin up / spin down) comes out at 5.12 / 3.89 eV. Its max |F| is 0.128 hartree/bohr.